Density functional theory data (ωB97M-V with the def2-TZVPD basis set) for the ion C6H13O2S with charge +1.

Structure (XYZ):
```
22
Properties=species:S:1:pos:R:3:forces:R:3
C 2.6286 -0.8272 0.9238 0.301 -2.527 -3.041
C 2.1258 0.2446 0.3751 -1.830 0.410 -0.421
C -2.1152 -1.3857 -0.0881 -1.953 1.046 3.845
C -0.8558 1.1784 1.0043 -0.796 -0.715 0.502
C 0.2690 -0.6829 -1.0451 0.638 3.181 0.748
C 1.4072 0.3478 -0.9331 2.147 -0.999 -2.087
O -1.9089 0.8326 -1.4298 -0.552 0.685 -0.562
O 0.8839 1.6539 -1.2383 1.593 -0.265 -0.026
S -1.2345 0.1188 -0.3981 -0.088 -0.065 -1.223
H 3.2522 -0.8173 1.7363 0.890 0.139 2.336
H 2.7035 -1.8204 0.3308 -0.302 1.703 0.913
H 1.9122 1.1565 0.8382 0.927 1.473 1.461
H -2.2452 -1.7337 -1.1057 0.075 -0.814 0.214
H -3.1112 -1.2738 0.5322 1.421 0.510 -1.968
H -1.5881 -1.8677 0.7497 0.551 -0.879 -1.161
H -1.7961 1.3082 1.5666 0.181 -0.404 -0.204
H -0.6023 2.2119 0.6540 0.464 -1.360 0.008
H -0.1600 0.5416 1.5870 0.001 1.087 -0.016
H 0.1054 -0.8929 -2.0536 -0.963 -0.247 -1.692
H 0.4580 -1.5604 -0.5242 0.421 -1.497 1.123
H 2.2697 0.1299 -1.6948 -1.885 -0.027 0.807
H 1.6532 2.1672 -1.5986 -1.242 -0.436 0.446
```
Forces are in eV/Å.

Output
DFT total energy: -784.692057 a.u.
Total charge: +1
HOMO: -0.5111 hartree
Max |F|: 4.44 eV/A
Energy relative to the best compared isomer or geometry (same formula, charge and spin): 57.37 kcal/mol
Gap between HOMO and LUMO: 0.403 Ha
Multiplicity: 1
LUMO energy: -0.1082 Ha

Charges per atom according to Mulliken partitioning, unit e:
1. C -0.8791
2. C -0.5720
3. C -1.0780
4. C -1.0303
5. C -0.9999
6. C 0.1413
7. O -0.6279
8. O -0.5582
9. S 1.1498
10. H 0.3774
11. H 0.2116
12. H 0.5424
13. H 0.4085
14. H 0.3790
15. H 0.4148
16. H 0.4601
17. H 0.3371
18. H 0.3957
19. H 0.4659
20. H 0.6262
21. H 0.4541
22. H 0.3815